Entry from OMol25: a molecular structure, C65H71BClF8IN2O6 (ωB97M-V/def2-TZVPD).

Geometry as XYZ:
```
155
Properties=species:S:1:pos:R:3
C -9.138 5.002 -4.339
C -9.331 6.481 -4.548
O -10.335 7.052 -4.190
N -8.314 7.151 -5.254
C -7.020 7.272 -4.535
C -5.834 7.131 -5.503
C -5.291 5.708 -5.584
C -4.245 5.371 -4.501
C -3.117 4.513 -5.067
C -2.082 5.381 -5.796
C -1.179 6.076 -4.805
O -1.500 7.076 -4.212
O -2.382 3.811 -4.085
C -3.133 2.888 -3.268
B -3.226 3.533 -1.812
O -2.152 4.068 -1.186
O -4.454 3.564 -1.185
C -2.375 1.537 -3.281
N -3.069 0.612 -2.396
C -2.390 1.022 -4.742
C -2.887 -0.396 -5.009
C -4.400 -0.602 -4.899
F -2.230 -1.353 -4.239
O -1.079 1.920 -2.823
C -0.032 1.099 -2.463
Cl 1.270 2.298 -2.089
I 0.832 -0.106 -4.074
C -0.188 0.182 -1.242
C -0.228 0.849 0.120
C -1.365 1.427 0.676
C -1.336 2.003 1.933
C -0.172 2.022 2.690
C -0.157 2.635 4.059
C 0.964 1.441 2.143
C 0.931 0.858 0.889
H -9.710 4.698 -3.467
H -8.094 4.738 -4.187
H -9.498 4.483 -5.226
H -8.697 8.084 -5.376
H -6.968 8.225 -4.013
H -6.970 6.460 -3.811
H -6.214 7.391 -6.493
H -5.042 7.843 -5.268
H -4.815 5.588 -6.562
H -6.108 4.983 -5.572
H -4.755 4.856 -3.686
H -3.851 6.306 -4.106
H -3.544 3.842 -5.824
H -1.486 4.781 -6.483
H -2.586 6.162 -6.365
H -0.180 5.640 -4.636
H -4.120 2.714 -3.702
H -1.397 4.181 -1.774
H -4.358 3.536 -0.227
H -4.068 0.770 -2.455
H -2.810 0.754 -1.433
H -3.049 1.666 -5.325
H -1.409 1.151 -5.187
H -2.610 -0.611 -6.045
H -4.639 -1.113 -3.970
H -4.912 0.360 -4.926
H -4.760 -1.198 -5.735
H -1.040 -0.481 -1.384
H 0.694 -0.456 -1.249
H -2.306 1.440 0.151
H -2.233 2.438 2.357
H -0.538 1.929 4.800
H -0.791 3.518 4.117
H 0.852 2.899 4.371
H 1.885 1.436 2.713
H 1.828 0.415 0.476
F 0.184 -1.183 5.197
C 0.252 -0.982 6.529
C 0.814 0.189 6.995
C 0.880 0.396 8.366
C 0.393 -0.565 9.242
C -0.165 -1.735 8.747
C -0.243 -1.951 7.378
H 1.192 0.919 6.293
H 1.312 1.311 8.748
H 0.447 -0.403 10.310
H -0.541 -2.484 9.430
H -0.678 -2.853 6.969
F 0.156 -1.938 12.287
C 1.107 -1.403 13.083
C 2.428 -1.728 12.849
C 3.401 -1.171 13.667
C 3.043 -0.311 14.697
C 1.706 -0.004 14.910
C 0.722 -0.549 14.097
H 2.681 -2.405 12.044
H 4.442 -1.411 13.501
H 3.806 0.115 15.333
H 1.425 0.662 15.714
H -0.325 -0.320 14.240
F 3.179 1.422 -6.636
C 4.384 1.661 -6.075
C 5.521 1.432 -6.823
C 6.757 1.684 -6.244
C 6.838 2.148 -4.939
C 5.677 2.367 -4.209
C 4.434 2.126 -4.777
H 5.433 1.064 -7.836
H 7.660 1.516 -6.813
H 7.805 2.338 -4.493
H 5.736 2.725 -3.190
H 3.517 2.292 -4.226
F -2.750 -6.405 -6.660
C -2.765 -6.051 -5.356
C -2.288 -4.805 -4.999
C -2.308 -4.446 -3.660
C -2.793 -5.331 -2.706
C -3.264 -6.579 -3.092
C -3.255 -6.948 -4.430
H -1.909 -4.134 -5.758
H -1.945 -3.472 -3.366
H -2.805 -5.047 -1.662
H -3.640 -7.273 -2.352
H -3.623 -7.911 -4.751
F -3.788 -10.105 -3.998
C -2.853 -11.004 -4.375
C -3.016 -11.670 -5.572
C -2.049 -12.588 -5.954
C -0.950 -12.828 -5.142
C -0.813 -12.145 -3.942
C -1.769 -11.219 -3.549
H -3.884 -11.469 -6.186
H -2.157 -13.117 -6.892
H -0.200 -13.547 -5.445
H 0.042 -12.331 -3.306
H -1.680 -10.669 -2.623
F 6.018 -2.861 15.394
C 5.303 -3.763 16.104
C 5.952 -4.532 17.047
C 5.210 -5.453 17.772
C 3.848 -5.595 17.543
C 3.223 -4.808 16.585
C 3.951 -3.878 15.856
H 7.015 -4.408 17.205
H 5.700 -6.063 18.520
H 3.276 -6.317 18.110
H 2.162 -4.917 16.401
H 3.483 -3.254 15.111
F 10.016 0.908 -6.212
C 10.632 1.917 -6.864
C 10.558 1.963 -8.241
C 11.189 3.005 -8.904
C 11.883 3.973 -8.191
C 11.943 3.901 -6.806
C 11.312 2.867 -6.130
H 10.016 1.195 -8.776
H 11.137 3.060 -9.983
H 12.375 4.782 -8.714
H 12.485 4.651 -6.247
H 11.340 2.795 -5.051
```

Results
Energy   -126863.24235 eV
Multiplicity   1
HOMO-LUMO gap   9.3 eV